The following is a quantum chemistry calculation of a cluster of 2 separate species, C4H8N2O in total in a non-equilibrium geometry, from the OMol25 dataset.

```
15
Properties=species:S:1:pos:R:3:nbo_charge:R:1
N -0.0184 2.0865 -0.8007 -0.81
C -0.0667 0.7942 -0.1215 -0.16
C 0.7178 -0.2286 -0.9496 -0.59
C -0.0882 -2.4007 0.8479 0.07
O -1.2947 -1.9019 1.0261 -0.65
C 0.5216 0.9644 1.2250 0.28
N 0.9604 1.1171 2.2859 -0.32
H -0.4466 1.9916 -1.7172 0.36
H -0.5561 2.7768 -0.2857 0.37
H -1.0909 0.4206 0.0496 0.21
H 1.7879 -0.0174 -0.9134 0.23
H 0.3783 -0.1805 -1.9892 0.21
H 0.5324 -1.7635 1.5199 0.09
H 0.5670 -1.2661 -0.6288 0.22
H -1.9038 -2.3925 0.4515 0.49
```

Properties
Frontier orbital gap in eV: 9.599
HOMO in eV: -9.14
Multiplicity: 1

***

The following is a quantum chemistry calculation of a cluster of 3 separate species, CHClF3N in total in a non-equilibrium geometry, from the OMol25 dataset.

```
7
Properties=species:S:1:pos:R:3:nbo_charge:R:1
C 0.1161 0.2167 0.7371 0.54
N -0.7193 -0.6259 0.2050 0.11
F -0.4170 1.3708 1.1465 -0.26
F -1.1837 -0.0294 -1.4461 -0.33
F -0.3912 -1.8228 -0.1809 -0.14
Cl 1.7454 -0.1350 1.2217 0.07
H 0.8496 1.0256 -1.6832 0.01
```

Properties
Frontier orbital gap (alpha / beta) in eV: 8.327 / 10.054
HOMO (alpha / beta) in eV: -10.62 / -10.73
Multiplicity: 1

***

The following is a quantum chemistry calculation of a structure of composition C24H44ClN3O7P4Pd in a non-equilibrium geometry, from the OMol25 dataset.

```
84
Properties=species:S:1:pos:R:3:lowdin_charge:R:1
Pd -0.6087 -1.3637 -0.7117 0.44
C -3.3761 -2.5901 3.4905 -0.06
C -3.7229 -2.1081 2.0909 -0.58
O -5.0326 -2.5326 1.6840 -0.06
P -3.6743 -0.2827 1.9563 0.46
O -4.8452 0.2038 2.9372 -0.11
O -4.3105 0.0034 0.5321 -0.15
O -2.3873 0.3739 2.2536 -0.27
P -2.5716 -2.8104 0.8103 0.30
O -3.1771 -4.2679 0.6013 -0.10
O -2.7950 -1.9431 -0.4379 -0.44
O -1.1747 -2.8375 1.3123 -0.34
H -4.0715 -2.1712 4.2209 0.08
H -2.3575 -2.3038 3.7553 0.06
H -3.4483 -3.6776 3.5162 0.09
H -5.6806 -2.1728 2.3023 0.10
H -4.5213 0.8672 3.5566 0.09
H -3.8835 -0.6375 -0.0917 0.03
H -3.8381 -4.3023 -0.0990 0.09
C 2.2431 -1.9117 -2.6295 -0.27
P 1.4904 -1.0405 -1.2352 0.87
C 1.7429 0.7107 -1.7519 -0.38
N 2.9281 1.1418 -2.0865 0.15
C 3.0378 2.4544 -2.3924 -0.19
C 4.3059 2.9833 -2.7434 -0.01
C 4.4255 4.3066 -3.0252 -0.06
C 3.2957 5.1684 -2.9730 -0.06
C 2.0678 4.6884 -2.6455 -0.01
C 1.9107 3.3108 -2.3502 -0.20
N 0.6804 2.8303 -2.0512 0.15
C 0.5975 1.5548 -1.7767 -0.38
P -1.0202 0.7674 -1.4079 0.96
C -1.8256 2.0395 -0.4021 -0.21
C -1.9130 0.7283 -3.0433 -0.69
C -1.1065 -0.1498 -4.0062 -0.09
C -2.0700 2.1355 -3.6258 -0.09
C -3.2979 0.1112 -2.8223 -0.09
C 2.5760 -1.3338 0.2430 -0.61
C 2.3661 -2.7809 0.7045 -0.09
C 4.0505 -1.1292 -0.1313 -0.08
C 2.2100 -0.3330 1.3708 -0.22
H 3.1574 -1.3806 -2.8978 0.05
H 1.5454 -1.9190 -3.4646 0.03
H 2.4428 -2.9421 -2.3521 0.03
H 5.1526 2.3090 -2.7713 0.12
H 5.3922 4.7150 -3.2909 0.11
H 3.4200 6.2197 -3.1998 0.11
H 1.1926 5.3237 -2.6030 0.12
H -1.6681 3.0112 -0.8673 0.04
H -1.3823 2.0081 0.5935 0.04
H -2.8870 1.8250 -0.2963 0.04
H -0.1260 0.2872 -4.2220 0.08
H -1.6469 -0.2249 -4.9534 0.09
H -0.9699 -1.1604 -3.6159 0.05
H -1.1151 2.6259 -3.8044 0.07
H -2.6700 2.7774 -2.9781 0.08
H -2.5925 2.0504 -4.5829 0.09
H -3.2310 -0.9024 -2.4258 0.06
H -3.8128 0.0730 -3.7859 0.09
H -3.9075 0.7187 -2.1486 0.08
H 2.7542 -3.4812 -0.0377 0.08
H 1.3218 -3.0198 0.8975 0.04
H 2.9165 -2.9192 1.6381 0.09
H 4.3595 -1.7899 -0.9427 0.08
H 4.6508 -1.3843 0.7455 0.09
H 4.2733 -0.1029 -0.4172 0.07
H 0.2565 -0.8282 1.8530 0.08
H 2.0167 0.6598 0.9272 0.11
H 3.1204 -0.2186 1.9589 0.11
Cl -0.2148 -3.5804 -1.6900 -0.04
C 0.7766 1.3175 3.5121 -0.04
C 1.1108 -0.1775 3.5990 -0.62
C 0.0056 -0.9097 4.3549 -0.05
C 2.4261 -0.3786 4.3518 -0.05
N 1.1837 -0.8103 2.2697 0.00
H 0.6753 1.7565 4.5086 0.08
H -0.1680 1.4531 2.9777 0.06
H 1.5621 1.8691 2.9852 0.07
H -0.0868 -0.5170 5.3699 0.09
H 0.2350 -1.9766 4.4042 0.09
H -0.9460 -0.7842 3.8385 0.04
H 2.2955 -0.0933 5.3979 0.08
H 3.2407 0.2304 3.9534 0.07
H 2.7216 -1.4298 4.3134 0.09
```

Properties
Frontier orbital gap in eV: 7.080
HOMO in eV: -8.31
Multiplicity: 1

***

The following is a quantum chemistry calculation of a structure of composition C20H23N5O2SSe2Te2V, from the OMol25 dataset.

```
56
Properties=species:S:1:pos:R:3:nbo_charge:R:1
V -0.2226 0.3282 0.4279 1.00
O 1.6230 -0.1480 0.5206 -0.76
C 2.3877 -1.1795 0.7095 0.37
C 3.7587 -0.9877 0.9818 -0.27
C 4.6064 -2.0573 1.1598 -0.19
C 4.1277 -3.3674 1.0801 -0.29
C 2.7892 -3.5710 0.8121 -0.17
C 1.9080 -2.5048 0.6184 -0.15
C 0.5109 -2.7376 0.2755 0.40
N -0.4661 -1.8442 0.2097 -0.53
C -1.6020 -2.5235 -0.1762 -0.07
C -1.3083 -3.8358 -0.3376 -0.10
N 0.0234 -3.9606 -0.0276 -0.50
H 4.1123 0.0341 1.0332 0.22
H 5.6554 -1.8785 1.3656 0.20
H 4.7911 -4.2097 1.2245 0.20
H 2.4258 -4.5912 0.7574 0.19
H -2.5347 -2.0053 -0.3061 0.24
H -1.9087 -4.6713 -0.6481 0.21
H 0.5967 -4.7571 -0.2332 0.42
Se 0.0978 2.7386 1.1995 -0.48
Te 0.7493 4.0127 -0.8657 0.04
Te -1.0541 2.8217 -2.4717 0.06
Se -0.1051 0.5256 -2.1702 -0.59
S -2.6883 0.4997 0.6460 -0.19
C -2.2284 0.1549 2.2729 0.09
C -3.0847 -0.0086 3.3746 -0.27
C -2.5404 -0.2655 4.6111 -0.15
C -1.1545 -0.3609 4.7646 -0.31
C -0.3697 -0.1899 3.6458 0.07
N -0.8932 0.0574 2.4456 -0.55
H -4.1522 0.0761 3.2268 0.22
H -3.1893 -0.3903 5.4701 0.21
H -0.7019 -0.5554 5.7262 0.21
H 0.7120 -0.2424 3.6866 0.21
C 3.3279 -1.3868 -2.6097 -0.41
N 2.3989 -1.5311 -3.7170 -0.46
C 2.3789 -0.3898 -4.6178 -0.21
C 1.5247 -0.6877 -5.8299 -0.41
C 0.1559 -1.1249 -5.3579 -0.21
N 0.2778 -2.2504 -4.4461 -0.46
C -0.9877 -2.8497 -4.0691 -0.41
C 1.3030 -2.3395 -3.5263 0.81
O 1.2577 -3.1551 -2.6072 -0.71
H 4.3342 -1.2339 -3.0061 0.18
H 3.3132 -2.2814 -1.9969 0.24
H 3.0578 -0.5253 -1.9901 0.21
H 3.4118 -0.1873 -4.9139 0.19
H 1.9991 0.4947 -4.0914 0.22
H 1.9833 -1.4814 -6.4258 0.20
H 1.4386 0.2036 -6.4531 0.21
H -0.4589 -1.4496 -6.2019 0.19
H -0.3597 -0.2920 -4.8637 0.21
H -1.5183 -3.1590 -4.9723 0.18
H -1.6086 -2.1367 -3.5145 0.20
H -0.8036 -3.7135 -3.4390 0.23
```

Properties
Frontier orbital gap (alpha / beta) in eV: 6.343 / 6.316
HOMO (alpha / beta) in eV: -3.77 / -3.78
Total charge: -1
Multiplicity: 3